# 1
{
  "formula": "C15H11N2O2S",
  "method": "ωB97M-V with the def2-TZVPD basis set",
  "species": ["N", "C", "C", "C", "C", "C", "C", "C", "N", "O", "O", "C", "C", "H", "H", "H", "H", "H", "H", "S", "C", "C", "C", "C", "C", "C", "H", "H", "H", "H", "H"],
  "xyz": [[1.1512, -6.3908, -1.7908], [0.7228, -5.3962, -1.3443], [0.2045, -4.1738, -0.8003], [0.9091, -3.5015, 0.2132], [0.4276, -2.3045, 0.7171], [-0.7778, -1.7412, 0.2234], [-1.2255, -0.4458, 0.7076], [-2.4868, 0.0721, 0.5087], [-2.8246, 1.2496, 1.1714], [-3.9247, 1.8243, 0.9825], [-1.9457, 1.6965, 1.9583], [-1.4978, -2.4506, -0.7666], [-0.9993, -3.6437, -1.2789], [1.8402, -3.9283, 0.5926], [0.9653, -1.7765, 1.5107], [-0.5728, 0.0343, 1.4407], [-3.2470, -0.3998, -0.1080], [-2.4403, -2.0440, -1.1332], [-1.5470, -4.1693, -2.0613], [-0.5824, 1.2659, -1.3382], [0.5454, 2.3328, -0.7123], [1.8903, 1.9053, -0.5237], [2.7784, 2.6996, 0.1890], [2.3776, 3.9555, 0.6711], [1.0874, 4.4346, 0.3917], [0.1848, 3.6538, -0.3175], [2.1682, 0.9288, -0.9179], [3.7885, 2.3340, 0.3740], [3.0707, 4.5618, 1.2563], [0.7827, 5.4237, 0.7351], [-0.8231, 3.9934, -0.5502]],
  "lowdin_charge": [0.13, -0.19, -0.25, -0.03, -0.01, -0.21, -0.11, -0.15, -0.40, 0.00, -0.01, -0.01, -0.03, 0.12, 0.12, 0.12, 0.12, 0.11, 0.12, 0.64, -0.78, -0.16, -0.14, -0.15, -0.13, -0.14, 0.08, 0.09, 0.08, 0.09, 0.09],
  "charge": -1,
  "e_lumo_ha": 0.059,
  "total_energy_ha": -1236.30354,
  "fmax_ha_per_bohr": 0.04715,
  "orbital_gap_ev": 4.819
}

# 2
{
  "formula": "C15H17NO3SZn",
  "method": "ωB97M-V with the def2-TZVPD basis set",
  "species": ["C", "C", "C", "C", "C", "Zn", "C", "C", "C", "N", "H", "H", "H", "H", "H", "H", "H", "H", "H", "H", "C", "C", "C", "C", "C", "C", "C", "S", "O", "O", "O", "H", "H", "H", "H", "H", "H", "H"],
  "xyz": [[0.8843, -1.4437, -3.7406], [-0.4814, -1.5112, -4.1844], [-1.2245, -2.2351, -3.2026], [-0.3291, -2.6072, -2.1459], [0.9778, -2.1179, -2.4931], [0.5208, 1.1638, -1.2305], [-1.4863, 1.5961, -3.0149], [-0.1573, 1.7966, -3.2494], [0.4721, 2.2636, -4.3730], [1.7054, 1.3250, -2.6886], [-2.2995, -2.4673, -3.2450], [-0.8752, -1.0490, -5.1007], [-0.5828, -3.2174, -1.2801], [1.8866, -2.2586, -1.9070], [1.6901, -0.9208, -4.2548], [-2.2404, 2.0158, -3.7468], [2.8350, 1.3189, -2.8562], [-1.8005, 0.9578, -2.1188], [-0.0983, 2.6352, -5.2099], [1.5527, 2.2738, -4.4982], [0.2025, 0.9490, 6.3984], [0.0775, 0.5349, 4.9692], [0.0552, -0.8273, 4.6456], [-0.0624, -1.2261, 3.3163], [-0.1711, -0.2398, 2.3358], [-0.1322, 1.1275, 2.6288], [-0.0132, 1.5061, 3.9661], [-0.3432, -0.7709, 0.6454], [1.0096, -1.0032, 0.1285], [-1.2754, -1.8694, 0.6016], [-0.8853, 0.5388, 0.0251], [-0.6216, 0.5716, 7.0081], [1.1228, 0.5748, 6.8506], [0.2171, 2.0340, 6.4788], [0.1433, -1.5839, 5.4263], [-0.0901, -2.2774, 3.0346], [-0.2071, 1.8783, 1.8471], [0.0240, 2.5645, 4.2344]],
  "lowdin_charge": [-0.23, -0.24, -0.23, -0.23, -0.24, 0.61, -0.08, -0.46, -0.10, -0.28, 0.04, 0.05, 0.04, 0.05, 0.05, 0.04, -0.05, 0.04, 0.01, 0.02, -0.08, -0.30, -0.05, -0.05, -0.26, -0.04, -0.05, 0.51, -0.35, -0.31, -0.46, 0.07, 0.07, 0.06, 0.11, 0.12, 0.10, 0.10],
  "charge": -2,
  "e_lumo_ha": [0.151, 0.151],
  "total_energy_ha": -3039.42868,
  "fmax_ha_per_bohr": 0.08981,
  "orbital_gap_ev": [3.138, 3.188]
}

# 3
{
  "formula": "C28H29AuF5NOP2STe",
  "method": "ωB97M-V with the def2-TZVPD basis set",
  "species": ["Au", "C", "S", "C", "C", "C", "N", "P", "C", "C", "C", "C", "C", "C", "C", "C", "C", "C", "C", "C", "P", "C", "C", "C", "C", "C", "C", "C", "C", "C", "C", "C", "C", "H", "H", "H", "H", "H", "H", "H", "H", "H", "H", "H", "H", "H", "H", "H", "H", "H", "H", "H", "H", "H", "H", "H", "H", "H", "H", "H", "H", "H", "F", "Te", "F", "F", "F", "F", "O"],
  "xyz": [[1.8110, 2.9194, 1.2165], [-0.4269, -4.5009, -3.2034], [-1.2675, -2.9446, -3.6882], [-0.5429, -1.9056, -2.4212], [-0.7285, -0.3803, -2.7316], [0.0473, 0.5537, -1.8242], [-0.1411, 0.3372, -0.3625], [1.3781, 0.7214, 0.5571], [1.4182, -0.3122, 2.0189], [2.1238, 0.1552, 3.1590], [2.3862, -0.6896, 4.2103], [1.8510, -1.9925, 4.1861], [1.0910, -2.4066, 3.1091], [0.9257, -1.6068, 2.0066], [2.8719, 0.1760, -0.4226], [2.9483, -1.2054, -0.8169], [3.9961, -1.5631, -1.6745], [4.8901, -0.6164, -2.1722], [4.8297, 0.6829, -1.7721], [3.8002, 1.0968, -0.9207], [-1.6959, 0.3384, 0.5442], [-2.5924, -1.2480, 0.3977], [-3.4863, -1.5481, -0.6416], [-4.2915, -2.6853, -0.5263], [-4.1662, -3.5711, 0.4990], [-3.2377, -3.3143, 1.5019], [-2.4710, -2.1689, 1.4506], [-2.7295, 1.5158, -0.3620], [-4.1550, 1.5355, -0.2532], [-4.8894, 2.3920, -1.0384], [-4.2140, 3.3372, -1.8148], [-2.8086, 3.5184, -1.7192], [-2.0748, 2.6194, -0.9184], [-0.2849, -5.0258, -4.1794], [-1.0848, -5.1114, -2.5769], [0.5374, -4.3606, -2.7215], [0.5981, -2.0697, -2.4665], [-0.9094, -2.1650, -1.4302], [-1.7825, -0.0921, -2.7158], [-0.3562, -0.2232, -3.7358], [-0.1437, 1.6039, -2.0940], [1.1369, 0.4981, -2.0484], [2.4115, 1.2143, 3.1726], [2.9997, -0.3391, 5.0955], [1.9681, -2.6505, 5.0657], [0.6235, -3.3816, 3.0974], [0.3498, -1.8671, 1.1188], [2.1385, -1.8574, -0.6200], [4.1797, -2.6010, -1.8531], [5.6664, -0.9714, -2.8326], [5.4992, 1.4158, -2.1362], [3.7090, 2.1327, -0.5663], [-3.5295, -0.8890, -1.5039], [-5.0159, -2.8071, -1.3192], [-4.8134, -4.4636, 0.6417], [-3.2283, -3.9875, 2.3619], [-1.7071, -1.9941, 2.2083], [-4.6401, 0.8579, 0.4364], [-5.9683, 2.4089, -1.0556], [-4.7704, 3.9566, -2.4974], [-2.3137, 4.3172, -2.2322], [-1.0092, 2.8178, -0.7144], [1.2957, 6.6818, 3.5743], [2.7378, 5.4614, 3.1734], [3.5493, 5.6975, 4.8583], [4.3664, 4.4264, 2.9672], [3.5739, 7.1052, 2.5692], [1.6519, 3.9566, 3.9222], [2.1152, 5.0652, 1.4637]],
  "lowdin_charge": [0.66, -0.40, 0.80, -0.54, -0.24, -0.30, -0.41, 0.89, -0.38, -0.10, -0.07, -0.07, -0.09, -0.14, -0.33, -0.07, -0.07, -0.08, -0.07, -0.09, 1.06, -0.39, -0.10, -0.08, -0.09, -0.08, -0.12, -0.38, -0.10, -0.09, -0.08, -0.05, -0.12, 0.03, 0.03, 0.03, 0.09, 0.05, 0.09, 0.10, 0.09, 0.10, 0.07, 0.13, 0.12, 0.11, 0.08, 0.08, 0.10, 0.11, 0.10, 0.07, 0.10, 0.11, 0.12, 0.11, 0.08, 0.11, 0.10, 0.09, 0.10, 0.09, -0.39, 1.87, -0.36, -0.42, -0.40, -0.46, -0.72],
  "e_lumo_ha": -0.046,
  "total_energy_ha": -3198.28776,
  "fmax_ha_per_bohr": 0.05708,
  "orbital_gap_ev": 7.157
}